Molecular formula: C13H24Cl12F3NO3
Method: DFT, the ωB97M-V functional and the def2-TZVPD basis

## Properties
Electronic energy = -179924.1421 eV
Largest force on an atom = 0.048 Eh/bohr
Kohn-Sham gap = 9.94 eV
Charge = 0
SMILES = CCOC(=O)C(F)(F)F.CN(C)C=O.ClCCl.ClCCl.ClCCl.ClCCl.ClCCl.ClCCl
LUMO energy = 0.1 eV

Last column: Löwdin charge in e.
Cartesian coordinates (Å):
C1 5.5008 9.0814 14.2435  -0.04
C2 6.6687 8.2804 13.5756  -0.19
O1 7.3676 7.4891 14.5604  0.04
C3 8.4979 8.0539 14.9213  -0.41
O2 9.0017 9.0290 14.4616  0.15
C4 9.1644 7.2174 16.0272  -0.58
F1 9.8758 6.2056 15.5413  0.18
F2 9.9415 7.9996 16.7208  0.20
F3 8.2753 6.7236 16.9073  0.16
H1 5.2992 9.9227 13.5804  0.06
H2 5.7489 9.5092 15.1953  0.07
H3 4.5948 8.4218 14.3290  0.09
H4 7.3697 8.9855 13.0072  0.12
H5 6.3435 7.6286 12.7602  0.11
C5 10.3561 11.4240 9.7776  -0.08
N1 10.2719 11.1572 11.1781  -0.19
C6 9.1686 11.8142 11.8260  -0.07
C7 10.9619 10.2219 11.8248  -0.36
O3 11.7638 9.4776 11.3318  -0.02
H6 11.1327 10.7920 9.2854  0.05
H7 10.4302 12.5271 9.5227  0.11
H8 9.3979 11.1391 9.3172  0.09
H9 8.1623 11.5460 11.4705  0.10
H10 9.2666 11.6381 12.8896  0.09
H11 9.3850 12.8583 11.6073  0.09
H12 10.6911 10.2992 12.8948  0.13
Cl1 15.4650 11.6010 10.2762  0.51
C8 13.9020 11.9090 10.9627  -1.08
Cl2 14.0679 11.9875 12.7443  0.51
H13 13.5533 12.8684 10.5899  0.02
H14 13.2342 11.1065 10.6608  -0.02
Cl3 13.2938 11.8045 7.8229  0.58
C9 12.3748 12.4605 6.5260  -1.05
Cl4 11.1476 11.3040 6.0021  0.51
H15 11.8657 13.3959 6.7597  0.03
H16 13.0111 12.7316 5.6782  0.04
Cl5 9.1016 5.0499 11.9464  0.46
C10 9.7586 5.8799 10.4527  -0.91
Cl6 8.6014 7.2570 10.0683  0.43
H17 10.7608 6.3664 10.6446  0.02
H18 9.8872 5.1995 9.6434  0.01
Cl7 14.3104 7.3063 13.2564  0.53
C11 14.3149 7.5018 11.5120  -1.03
Cl8 14.5448 5.9891 10.5991  0.51
H19 13.3052 7.8910 11.2946  -0.03
H20 15.1067 8.1322 11.1693  0.01
Cl9 15.0900 8.6876 7.6952  0.49
C12 13.7830 7.4710 7.5248  -0.97
Cl10 12.2657 7.6862 8.4602  0.52
H21 13.4374 7.3610 6.4891  0.03
H22 14.2575 6.5858 7.9212  -0.03
Cl11 6.2778 13.1890 14.2893  0.43
C13 6.9089 14.2429 12.9141  -0.99
Cl12 5.7931 15.5657 12.7310  0.54
H23 7.8666 14.5518 13.3153  0.02
H24 6.8853 13.6306 12.0404  0.00


Molecular formula: C13H24Cl2NO4P2Pm
Method: DFT, the ωB97M-V functional and the def2-TZVPD basis

## Properties
Electronic energy = -83713.5386 eV
Largest force on an atom = 0.087 Eh/bohr
ΔE to the lowest compared entry with this formula, charge and spin = 189.8 kJ/mol
Kohn-Sham gap (spin up / spin down) = 4.73 / 4.76 eV
Charge = +2
Spin multiplicity = 5
LUMO energy (spin up / spin down) = -7.9 / -7.8 eV

Last column: Löwdin charge in e.
Cartesian coordinates (Å):
Pm1 0.1196 0.8411 0.5269  1.64
P1 2.2986 -1.0954 0.7999  0.76
C1 2.2400 -1.0523 -0.9920  -0.42
C2 1.0304 -1.4854 -1.6973  -0.35
N1 -0.1827 -0.9915 -1.2419  -0.03
C3 -1.3286 -1.4744 -1.7904  -0.33
C4 -1.3074 -2.4539 -2.7771  -0.02
C5 -0.0934 -2.9278 -3.2559  -0.02
C6 1.0832 -2.4212 -2.7314  -0.01
C7 -2.6507 -0.9226 -1.2849  -0.28
P2 -2.5481 0.7225 -0.4529  0.79
H1 2.0746 -2.7381 -3.0607  0.13
H2 -2.2528 -2.8279 -3.1456  0.12
H3 -0.0526 -3.6914 -4.0222  0.13
H4 -3.3700 -0.8200 -2.1054  0.11
H5 -3.0880 -1.6046 -0.5370  0.10
H6 2.2451 0.4854 -1.2841  -0.06
H7 3.2220 -1.2927 -1.4378  0.10
H8 0.5026 3.4197 -0.4461  0.06
O1 2.0141 1.4027 -0.9680  -0.21
H9 1.9170 1.9606 -1.7751  0.10
H10 0.6121 2.9505 2.2082  0.15
O2 -0.4123 3.1485 -0.3251  -0.14
H11 -0.6975 3.9279 0.2513  0.14
C8 -2.8370 1.8254 -1.8821  -0.26
H12 -3.8451 1.6648 -2.2860  0.07
H13 -2.7459 2.8731 -1.5695  0.04
H14 -2.0982 1.6406 -2.6712  0.06
C9 -4.1734 0.8180 0.3576  -0.25
H15 -4.1365 1.5846 1.1425  0.05
H16 -4.9742 1.0816 -0.3465  0.07
H17 -4.4100 -0.1414 0.8331  0.06
C10 2.3459 -2.8964 1.0642  -0.25
H18 3.3438 -3.2930 0.8343  0.06
H19 2.0956 -3.1138 2.1072  0.04
H20 1.6002 -3.3836 0.4256  0.05
C11 4.0230 -0.6035 1.1847  -0.24
H21 4.1040 -0.3529 2.2539  0.05
H22 4.7163 -1.4262 0.9575  0.06
H23 4.2893 0.2873 0.6025  0.05
Cl1 1.8794 2.4065 5.0413  0.70
C12 0.1972 1.8250 4.7199  -0.93
Cl2 -1.0424 3.0930 4.9588  0.72
C13 0.0800 1.3996 3.3038  -0.54
O3 -0.7617 0.6639 2.7467  -0.02
O4 0.9712 2.0477 2.4236  -0.14
H24 0.0032 0.9404 5.3426  0.11


Molecular formula: C13H24EuN4O5S2
Method: DFT, the ωB97M-V functional and the def2-TZVPD basis

## Properties
Electronic energy = -71060.4564 eV
Largest force on an atom = 0.101 Eh/bohr
ΔE to the lowest compared entry with this formula, charge and spin = 0.0 kJ/mol
Kohn-Sham gap (spin up / spin down) = 5.11 / 3.82 eV
Charge = 0
Spin multiplicity = 8
LUMO energy (spin up / spin down) = -0.6 / -0.9 eV

Last column: Löwdin charge in e.
Cartesian coordinates (Å):
O1 -2.2524 -0.5810 -0.9252  -0.38
H1 -2.8054 -1.1957 -0.4088  -0.04
Eu1 0.1962 -1.4835 -0.6374  1.56
N1 1.3871 -0.5346 -2.6433  -0.21
N2 0.9746 0.8758 -0.6352  -0.12
O2 1.3970 -1.3257 -3.6905  -0.15
O3 0.5518 1.6806 0.4384  -0.11
C1 1.8372 0.7343 -2.7838  -0.27
C2 1.5950 1.5431 -1.6352  -0.31
C3 2.4636 1.2519 -4.0292  -0.03
C4 1.9799 2.9796 -1.5786  -0.04
H2 2.4167 0.5023 -4.8230  0.07
H3 3.5144 1.5191 -3.8536  0.09
H4 1.9555 2.1638 -4.3697  0.09
H5 1.6125 3.4408 -0.6577  0.07
H6 1.5689 3.5229 -2.4414  0.08
H7 3.0734 3.0916 -1.6292  0.08
H8 0.5268 -2.4165 -3.1055  0.02
H9 0.6592 1.0585 1.2682  0.03
O4 1.8361 -2.7966 0.5820  -0.19
H10 2.3148 -3.5742 0.2440  0.08
H11 2.1968 -2.6076 1.4914  -0.02
C5 -4.1858 0.7045 -1.6546  -0.15
H12 -4.9853 0.0323 -1.3339  -0.02
H13 -4.1832 0.8389 -2.7383  -0.02
H14 -4.2261 1.6724 -1.1550  -0.04
O5 -0.0364 -2.8814 -2.3493  -0.27
H15 -3.0622 0.1481 -1.3635  -0.11
H16 -0.8202 -3.2998 -2.7462  0.07
C6 -3.9499 1.3767 1.7772  -0.06
C7 -3.0492 0.2582 2.1248  -0.59
N3 -1.7697 0.3541 2.2925  0.10
C8 -1.1905 -0.8466 2.6801  -0.35
C9 -2.0930 -1.9053 2.7627  -0.37
S1 -3.6791 -1.4010 2.3497  1.04
C10 0.2325 -0.9307 2.9190  -0.32
C11 0.8923 -1.8972 3.6527  -0.33
S2 2.6074 -1.7297 3.5152  1.06
C12 2.3659 -0.2721 2.5527  -0.58
N4 1.1010 -0.0331 2.2909  0.06
C13 3.5196 0.5073 2.0583  -0.05
H17 -4.8922 1.2598 2.3252  0.08
H18 -3.4641 2.3194 2.0532  0.09
H19 -4.1600 1.3758 0.6986  0.05
H20 -1.8238 -2.9139 3.0549  0.07
H21 0.3966 -2.6673 4.2305  0.08
H22 4.0724 0.9111 2.9177  0.09
H23 4.1911 -0.1571 1.4962  0.09
H24 3.1920 1.3276 1.4123  0.09


Molecular formula: C13H24N3O
Method: DFT, the ωB97M-V functional and the def2-TZVPD basis

## Properties
Electronic energy = -20378.5596 eV
Largest force on an atom = 0.075 Eh/bohr
ΔE to the lowest compared entry with this formula, charge and spin = 326.9 kJ/mol
Kohn-Sham gap = 4.83 eV
Charge = +1
LUMO energy = -4.2 eV

Last column: Löwdin charge in e.
Cartesian coordinates (Å):
C1 0.0465 3.3172 -4.4416  -0.05
O1 -1.0002 3.2600 -3.4515  -0.06
C2 -0.7490 2.5650 -2.3086  -0.23
C3 -1.7815 2.5397 -1.3360  0.02
C4 -1.5997 1.8507 -0.1606  -0.01
C5 -0.3716 1.2058 0.1399  -0.23
C6 -0.1493 0.6100 1.4411  0.03
N1 0.8662 0.9473 2.2232  -0.12
C7 0.9340 0.4860 3.6168  0.00
C8 1.8463 1.9482 1.8062  0.00
C9 0.6400 1.1997 -0.8603  -0.02
C10 0.4684 1.8741 -2.0600  0.01
H1 -0.3824 3.9107 -5.2514  0.10
H2 0.9393 3.8068 -4.0254  0.10
H3 0.3012 2.3056 -4.7902  0.10
H4 -2.6990 3.0874 -1.5650  0.14
H5 -2.3870 1.8668 0.5957  0.13
H6 -0.9454 0.0204 1.9073  0.15
H7 1.8206 0.9245 4.0844  0.10
H8 0.0398 0.8125 4.1702  0.12
H9 1.0017 -0.6089 3.6882  0.09
H10 2.4468 2.2003 2.6862  0.10
H11 2.5097 1.5787 1.0170  0.10
H12 1.3407 2.8530 1.4474  0.12
H13 1.5928 0.7070 -0.6733  0.12
H14 1.2732 1.8927 -2.8089  0.12
C11 -0.3669 -2.6770 2.1153  -0.07
N2 -0.5345 -2.9292 0.7050  -0.34
C12 -1.6309 -2.3692 -0.0339  -0.07
N3 0.5581 -3.3758 0.0399  -0.13
C13 0.3890 -4.2363 -1.1247  -0.09
H15 -1.3451 -2.7752 2.6118  0.10
H16 0.3518 -3.4031 2.5228  0.10
H17 0.0260 -1.6675 2.3102  0.02
H18 -2.5390 -2.4715 0.5832  0.10
H19 -1.4854 -1.2912 -0.2523  0.06
H20 -1.7740 -2.8960 -0.9873  0.07
H21 1.2724 -3.6975 0.6881  0.11
H22 1.2062 -4.0309 -1.8212  0.08
H23 0.4358 -5.2977 -0.8356  0.08
H24 -0.5657 -4.0432 -1.6121  0.06


Molecular formula: C13H24N4O3S
Method: DFT, the ωB97M-V functional and the def2-TZVPD basis

## Properties
Electronic energy = -36808.1048 eV
Largest force on an atom = 0.019 Eh/bohr
ΔE to the lowest compared entry with this formula, charge and spin = 0.0 kJ/mol
Kohn-Sham gap = 8.49 eV
Charge = 0
LUMO energy = 0.7 eV

Last column: Löwdin charge in e.
Cartesian coordinates (Å):
C1 1.4473 2.2756 4.9117  -0.05
H1 0.7495 3.0207 4.5383  0.08
H2 2.1087 2.7467 5.6334  0.08
H3 0.8822 1.4979 5.4217  0.08
C2 2.2546 1.6846 3.7512  -0.64
N1 1.2760 1.1616 2.7961  -0.03
H4 0.5991 0.5883 3.2915  0.13
C3 1.7580 0.4311 1.6386  -0.17
H5 2.5876 0.9845 1.1948  0.13
C4 0.6071 0.3840 0.6213  -0.36
O1 0.0848 1.6758 0.4355  -0.03
H6 0.1892 2.1230 1.2915  0.08
C5 1.0897 -0.1615 -0.7255  -0.12
H7 1.7622 -1.0097 -0.5605  0.13
H8 1.5949 0.6337 -1.2764  0.14
O2 0.0187 -0.5640 -1.5609  -0.03
C6 -0.5779 -1.7182 -1.2403  -0.40
N2 -0.1540 -2.5098 -0.2931  -0.23
S1 -1.0937 -3.8494 -0.2473  0.94
N3 -2.0973 -3.4124 -1.4646  -0.25
C7 -1.7360 -2.2400 -1.9404  -0.34
N4 -2.3599 -1.6831 -3.0070  -0.07
C8 -2.3526 -0.2604 -3.2728  -0.11
H9 -1.4423 0.1892 -2.8832  0.12
C9 -2.4408 -0.0553 -4.7875  -0.19
H10 -2.5310 1.0056 -5.0251  0.13
O3 -3.5833 -0.6798 -5.3266  -0.13
C10 -3.5691 -2.0642 -5.0643  -0.19
H11 -4.4826 -2.4685 -5.5029  0.13
C11 -3.5215 -2.3481 -3.5613  -0.13
H12 -3.4364 -3.4170 -3.3685  0.11
H13 -4.4387 -1.9702 -3.0883  0.14
H14 -2.6955 -2.5265 -5.5489  0.13
H15 -1.5343 -0.4608 -5.2624  0.13
H16 -3.2239 0.2137 -2.7965  0.14
H17 -0.1817 -0.2839 1.0054  0.14
H18 2.0909 -0.5937 1.8577  0.13
C12 3.0606 2.8039 3.0844  -0.04
H19 2.3885 3.5049 2.5963  0.09
H20 3.6399 3.3377 3.8326  0.08
H21 3.7513 2.4099 2.3437  0.07
C13 3.2019 0.6013 4.2880  -0.04
H22 3.8557 1.0196 5.0487  0.08
H23 2.6340 -0.2143 4.7324  0.08
H24 3.8200 0.1976 3.4895  0.08


What is the electronic energy in the second record?
-83713.5386 eV


Which of these has the lowest largest force on an atom?
C13H24N4O3S